The following is a DFT calculation (wB97M-V/def2-TZVPD) of 2 unconnected molecules or ions with the total composition C10H16 at a distorted geometry.

Summary:
Kohn-Sham gap: 9.95 eV
HOMO: -8.96 eV
E_LUMO: 1.0 eV
Electronic energy: -10628.236 eV
Strongest force on any atom: 0.050 Eh/bohr
Total charge: 0

Each line ends with the Löwdin charge.
Geometry (Å):
C -1.233 -2.131 1.543  -0.063
C -1.057 -1.194 0.285  -0.162
C 0.219 -0.323 0.654  -0.235
C -0.168 0.986 0.955  -0.084
C 0.636 1.752 1.776  -0.086
C 1.889 1.317 2.221  -0.092
C 2.375 0.165 1.639  -0.094
C 1.511 -0.721 0.964  -0.057
H -0.258 -2.247 1.995  0.057
H -1.552 -3.117 1.249  0.058
H -1.971 -1.655 2.181  0.074
H -0.958 -1.559 -0.726  0.068
H -1.847 -0.464 0.178  0.084
H -1.074 1.437 0.560  0.107
H 0.394 2.790 1.960  0.100
H 2.510 1.785 2.973  0.100
H 3.421 -0.079 1.650  0.096
H 1.956 -1.683 0.735  0.111
C -0.464 -0.168 -2.937  -0.159
C -0.730 1.344 -2.736  -0.153
H -1.435 -0.655 -2.946  0.062
H -0.146 -0.203 -3.966  0.050
H 0.340 -0.555 -2.313  0.060
H -0.467 1.611 -1.710  0.032
H -0.107 1.962 -3.393  0.065
H -1.784 1.603 -2.791  0.061

The following is a DFT calculation (wB97M-V/def2-TZVPD) of 2 unconnected molecules or ions with the total composition C10H16 at a distorted geometry.

Summary:
Kohn-Sham gap: 10.07 eV
HOMO: -9.12 eV
E_LUMO: 1.0 eV
Electronic energy: -10627.614 eV
Strongest force on any atom: 0.085 Eh/bohr
Total charge: 0

Each line ends with the Löwdin charge.
Geometry (Å):
C 0.632 2.959 1.154  -0.090
C 1.023 1.533 0.537  -0.210
C 0.229 0.442 1.082  -0.345
C -1.008 0.116 0.621  -0.055
C -1.814 -0.994 1.091  -0.041
C -1.114 -1.754 2.027  -0.117
C 0.210 -1.561 2.407  -0.079
C 0.870 -0.473 1.856  -0.062
H 1.501 3.454 1.717  0.076
H -0.216 2.919 1.809  0.042
H 0.267 3.810 0.428  0.093
H 0.659 1.628 -0.503  0.091
H 2.139 1.231 0.313  0.151
H -1.540 0.742 -0.123  0.116
H -2.876 -1.088 0.826  0.106
H -1.578 -2.660 2.436  0.099
H 0.623 -2.130 3.177  0.083
H 1.864 -0.263 2.351  0.136
C 0.738 -1.097 -2.741  -0.182
C -0.735 -0.885 -3.029  -0.175
H 1.170 -2.096 -2.999  0.076
H 1.449 -0.382 -3.275  0.078
H 0.981 -0.742 -1.754  0.029
H -1.309 -0.254 -2.445  0.002
H -1.238 -1.947 -2.902  0.105
H -0.928 -0.509 -4.063  0.070

The following is a DFT calculation (wB97M-V/def2-TZVPD) of 2 unconnected molecules or ions with the total composition C10H16BClFO5 at a distorted geometry.

Summary:
Kohn-Sham gap: 7.44 eV
HOMO: -4.64 eV
E_LUMO: 2.8 eV
Electronic energy: -36787.949 eV
Strongest force on any atom: 0.020 Eh/bohr
Total charge: -1

Each line ends with the Löwdin charge.
Geometry (Å):
C -2.915 1.426 4.186  0.016
C -2.996 1.190 2.710  -0.558
O -3.911 1.607 2.032  0.086
O -1.974 0.483 2.250  0.005
C -1.989 0.194 0.839  -0.161
C -0.741 -0.591 0.505  -0.156
C 0.559 0.070 0.973  -0.189
C 1.456 0.501 -0.187  -0.097
B 1.005 1.737 -0.991  -0.496
F 0.372 2.758 -0.415  0.201
C 1.338 1.864 -2.548  -0.074
C 0.138 2.151 -3.363  -0.780
O -0.075 3.093 -4.064  0.051
Cl -1.127 0.884 -3.152  0.662
H -3.296 0.573 4.732  0.085
H -3.512 2.297 4.414  0.080
H -1.888 1.626 4.470  0.083
H -2.045 1.115 0.271  0.124
H -2.868 -0.407 0.638  0.126
H -0.834 -1.554 1.000  0.115
H -0.725 -0.789 -0.560  0.106
H 0.360 0.906 1.636  0.101
H 1.116 -0.649 1.562  0.103
H 1.665 -0.330 -0.852  0.065
H 2.433 0.763 0.235  0.133
H 2.059 2.651 -2.743  0.119
H 1.733 0.905 -2.874  0.115
C 2.297 -4.104 -1.767  -0.056
C 2.499 -2.673 -1.221  -0.780
O 2.578 -1.752 -2.072  -0.104
O 2.549 -2.568 0.024  -0.082
H 2.257 -4.112 -2.857  0.049
H 3.118 -4.743 -1.435  0.054
H 1.366 -4.518 -1.374  0.054

The following is a DFT calculation (wB97M-V/def2-TZVPD) of a molecular structure, C10H16Cl3MoNO4 at a distorted geometry.

Summary:
<S²>: 2.02
Kohn-Sham gap (spin up / spin down): 5.62 / 5.97 eV
HOMO (spin up / spin down): -1.90 / -1.90 eV
E_LUMO (spin up / spin down): 3.7 / 4.1 eV
Electronic energy: -59731.658 eV
Spin multiplicity: 3
Strongest force on any atom: 0.096 Eh/bohr
Total charge: -2

Each line ends with the Mulliken spin population.
Geometry (Å):
C 2.060 -0.191 -2.104  -0.023
C 2.369 -1.021 -0.996  -0.011
C 2.669 -0.178 0.130  -0.013
C 2.575 -2.496 -0.982  0.010
C 2.581 1.227 -0.307  0.083
C 2.158 1.205 -1.696  0.042
C 1.797 2.341 -2.593  -0.029
C 1.285 -0.531 -3.288  -0.006
C 3.163 -0.628 1.441  -0.008
C 2.625 2.368 0.622  -0.034
Mo 0.553 0.610 -0.201  1.780
Cl -1.098 -3.567 -2.316  0.000
Cl -0.727 2.487 0.098  0.071
Cl -0.163 -1.053 1.366  0.102
H 1.919 -3.000 -1.712  -0.002
H 2.262 -2.941 -0.005  0.001
H 3.644 -2.762 -1.174  0.002
H 2.823 -1.634 1.693  0.001
H 2.874 0.059 2.245  -0.002
H 4.255 -0.672 1.397  -0.002
H 2.399 2.092 1.677  -0.003
H 1.889 3.146 0.354  0.004
H 3.636 2.791 0.544  0.003
H 1.648 3.225 -1.985  0.004
H 0.814 2.183 -3.061  0.000
H 2.587 2.522 -3.334  0.004
H 1.168 -1.561 -3.567  0.001
H 1.453 0.150 -4.129  -0.003
H 0.213 -0.368 -2.783  -0.003
O -0.632 0.135 -1.804  0.029
H -1.531 -0.299 -2.096  0.002
O -5.697 -0.860 1.726  0.000
N -5.481 -0.034 2.654  0.000
O -4.915 -0.414 3.713  0.000
O -5.717 1.191 2.472  0.000

The following is a DFT calculation (wB97M-V/def2-TZVPD) of a molecular structure, C10H16Cl3NO4W at a distorted geometry.

Summary:
<S²>: 2.01
Kohn-Sham gap (spin up / spin down): 5.89 / 6.28 eV
HOMO (spin up / spin down): -1.18 / -1.58 eV
E_LUMO (spin up / spin down): 4.7 / 4.7 eV
Electronic energy: -59703.225 eV
Spin multiplicity: 3
Strongest force on any atom: 0.066 Eh/bohr
Total charge: -2

Each line ends with the Mulliken spin population.
Geometry (Å):
C -0.800 0.940 -1.152  0.000
C -0.956 -0.488 -1.387  0.122
C 0.344 -1.078 -1.365  -0.086
C -2.217 -1.206 -1.673  0.011
C 1.300 -0.052 -1.032  0.124
C 0.599 1.200 -0.946  0.058
C 1.277 2.509 -0.717  -0.005
C -1.869 1.974 -1.157  -0.011
C 0.674 -2.491 -1.658  -0.006
C 2.770 -0.202 -0.859  -0.051
W -0.159 -0.166 0.738  1.649
Cl -2.874 -3.338 0.877  0.001
Cl -2.328 0.011 1.447  0.139
Cl 0.722 -2.087 1.559  0.056
H -3.092 -0.582 -1.477  0.003
H -2.306 -2.097 -1.021  -0.014
H -2.274 -1.559 -2.710  0.003
H -0.104 -3.159 -1.291  -0.001
H 1.632 -2.761 -1.213  0.001
H 0.771 -2.667 -2.735  -0.002
H 3.013 -1.109 -0.292  0.007
H 3.184 0.669 -0.335  -0.003
H 3.285 -0.264 -1.829  0.007
H 2.175 2.368 -0.105  -0.001
H 0.620 3.232 -0.224  0.000
H 1.609 2.941 -1.670  -0.004
H -2.802 1.593 -0.737  -0.001
H -2.087 2.334 -2.171  0.004
H -1.553 2.837 -0.566  -0.001
O 0.337 1.401 1.917  -0.013
H -0.133 1.297 2.801  0.015
O -0.166 1.136 4.943  -0.001
N 0.308 -0.006 5.246  0.001
O -0.288 -0.750 6.072  0.000
O 1.388 -0.380 4.721  0.000

The following is a DFT calculation (wB97M-V/def2-TZVPD) of a molecular structure, C10H16ClPmRhSe at a distorted geometry.

Summary:
<S²>: 20.02
Kohn-Sham gap (spin up / spin down): 6.52 / 5.54 eV
HOMO (spin up / spin down): -3.86 / -4.32 eV
E_LUMO (spin up / spin down): 2.7 / 1.2 eV
Electronic energy: -108056.201 eV
Spin multiplicity: 9
Strongest force on any atom: 0.047 Eh/bohr
Total charge: -1

Each line ends with the Mulliken spin population.
Geometry (Å):
Rh 0.238 -0.167 -0.302  2.156
Cl 2.399 0.440 -0.954  0.119
C -0.829 1.552 -0.659  0.283
H -1.690 1.324 -0.008  0.007
H -1.169 1.830 -1.677  -0.042
H -0.186 2.311 -0.181  0.014
Pm 0.614 0.526 -2.926  4.136
C 1.436 2.593 -3.911  0.048
C 1.652 -1.388 -4.054  -0.013
C -1.607 0.306 -3.469  0.859
H 1.383 -2.319 -3.524  -0.002
H 1.309 -1.446 -5.098  0.003
H 2.744 -1.246 -4.016  0.003
H 1.129 3.494 -3.359  -0.001
H 2.537 2.526 -3.921  0.001
H 1.063 2.651 -4.947  -0.004
H -2.338 1.131 -3.659  0.032
H -2.147 -0.631 -3.730  0.033
Se -1.181 -1.810 0.536  0.338
C -0.979 -1.391 2.359  0.021
C 0.028 -0.527 2.804  0.051
C 0.075 -0.138 4.151  -0.005
C -0.871 -0.625 5.059  0.020
C -1.876 -1.508 4.622  -0.005
C -1.911 -1.920 3.293  -0.001
H 0.753 -0.146 2.067  -0.046
H 0.847 0.558 4.483  0.000
H -0.825 -0.329 6.108  0.002
H -2.627 -1.876 5.325  0.000
H -2.664 -2.627 2.949  -0.006

The following is a DFT calculation (wB97M-V/def2-TZVPD) of 2 unconnected molecules or ions with the total composition C10H16F5O3P.

Summary:
Kohn-Sham gap: 10.30 eV
HOMO: -9.52 eV
E_LUMO: 0.8 eV
Electronic energy: -39648.213 eV
Strongest force on any atom: 0.012 Eh/bohr
Total charge: 0

Each line ends with the Löwdin charge.
Geometry (Å):
C -4.032 3.366 -0.562  -0.105
C -4.010 2.363 0.617  -0.242
C -2.710 2.415 1.444  -0.184
C -2.251 1.052 1.981  -0.262
O -0.819 1.008 2.147  -0.430
P -0.006 -0.071 1.230  1.039
C 0.239 0.851 -0.423  -0.545
F 0.185 2.209 -0.328  0.066
F 1.502 0.521 -0.858  0.025
C -0.755 0.437 -1.566  -0.589
F -0.113 0.250 -2.721  0.162
F -1.676 1.387 -1.751  0.155
F -1.401 -0.694 -1.275  0.127
H -4.911 4.014 -0.518  0.064
H -3.149 4.013 -0.553  0.069
H -4.049 2.854 -1.527  0.062
H -4.845 2.619 1.279  0.101
H -4.186 1.347 0.249  0.099
H -2.841 3.083 2.302  0.115
H -1.886 2.824 0.849  0.094
H -2.672 0.883 2.979  0.121
H -2.599 0.225 1.346  0.097
H 1.290 0.273 1.664  -0.016
O 2.240 -4.596 0.977  0.126
C 2.896 -3.839 0.328  -0.488
C 3.885 -4.164 -0.776  -0.075
C 4.680 -2.868 -0.915  -0.151
C 3.654 -1.828 -0.482  -0.166
O 2.831 -2.493 0.494  0.002
H 3.319 -4.401 -1.678  0.131
H 4.489 -5.023 -0.498  0.124
H 5.070 -2.685 -1.914  0.115
H 5.520 -2.873 -0.219  0.118
H 3.016 -1.508 -1.307  0.116
H 4.094 -0.951 -0.015  0.125

The following is a DFT calculation (wB97M-V/def2-TZVPD) of a single C10H16FN molecule at a distorted geometry.

Summary:
Kohn-Sham gap: 7.22 eV
HOMO: -7.36 eV
E_LUMO: -0.1 eV
Electronic energy: -14829.579 eV
Strongest force on any atom: 0.099 Eh/bohr
Total charge: 0

Each line ends with the Löwdin charge.
Geometry (Å):
C -0.856 1.276 0.019  -0.134
C -0.674 1.189 1.392  -0.107
C -0.273 0.529 -0.949  0.086
C 2.366 -0.354 1.270  -0.104
C 0.128 0.038 1.957  -0.178
C -2.267 -0.999 -1.348  0.012
C 0.111 -1.681 -1.291  -0.054
C -0.522 -0.252 -3.143  -0.056
C 1.985 1.487 2.903  -0.011
C -0.811 -0.547 -1.707  -0.625
N 1.584 0.329 2.069  -0.182
F 3.690 -0.150 1.457  -0.032
H -1.251 2.188 -0.414  0.137
H -1.094 1.910 2.121  0.096
H 0.027 -0.084 3.013  0.104
H -0.056 -0.853 1.407  0.082
H -2.813 -0.147 -1.258  0.048
H -2.500 -1.555 -2.214  0.076
H -2.206 -1.569 -0.440  0.087
H -0.102 -1.828 -0.300  0.021
H 1.267 -1.596 -1.317  0.133
H -0.224 -2.555 -1.766  0.082
H -1.337 0.315 -3.533  0.071
H -0.359 -1.079 -3.775  0.072
H 0.270 0.575 -3.315  0.125
H 1.328 1.556 3.796  0.096
H 2.982 1.516 3.114  0.042
H 1.607 2.341 2.254  0.112